Entry 1:
136
Properties=species:S:1:pos:R:3 method="wB97M-V/def2-TZVPD" spin_multiplicity=2 s2=0.75 total_charge=-1 homo_energy_ev="-0.22 / -7.11"
C 15.385 -2.502 18.963
C 16.133 -3.799 18.748
C 15.443 -5.034 19.138
O 16.503 -3.912 17.371
H 16.137 -1.752 18.716
H 15.186 -2.445 20.033
H 14.557 -2.476 18.255
H 17.097 -3.790 19.257
H 14.652 -5.270 18.426
H 15.080 -4.928 20.161
H 16.120 -5.883 19.233
H 17.357 -4.350 17.343
C 21.902 -3.257 17.510
C 21.095 -2.016 18.132
C 19.668 -2.456 18.487
O 21.769 -1.614 19.338
H 22.915 -2.919 17.289
H 21.493 -3.886 16.719
H 22.163 -3.946 18.313
H 21.000 -1.217 17.396
H 19.125 -2.696 17.574
H 19.070 -1.784 19.103
H 19.687 -3.373 19.077
H 21.413 -0.853 19.802
C 16.335 -0.447 22.382
C 16.240 0.147 23.852
C 17.141 1.456 23.994
O 14.892 0.636 23.956
H 16.238 0.334 21.628
H 15.551 -1.177 22.180
H 17.237 -0.956 22.045
H 16.562 -0.624 24.551
H 16.795 2.225 23.304
H 18.204 1.230 23.921
H 17.119 1.832 25.017
H 14.869 1.050 24.822
C 14.078 -8.805 19.096
C 14.632 -9.003 17.717
C 16.063 -8.451 17.654
O 14.794 -10.394 17.494
H 14.071 -7.737 19.312
H 14.711 -9.142 19.917
H 13.088 -9.216 19.293
H 13.997 -8.685 16.891
H 16.469 -8.553 18.660
H 16.091 -7.441 17.244
H 16.682 -9.023 16.963
H 15.282 -10.807 18.210
C 15.403 -4.060 23.535
C 16.217 -5.257 23.896
C 15.781 -6.659 23.262
O 17.577 -5.019 23.490
H 15.675 -3.673 22.553
H 15.791 -3.351 24.267
H 14.334 -3.999 23.740
H 16.195 -5.323 24.984
H 16.349 -7.465 23.726
H 15.693 -6.631 22.176
H 14.850 -6.967 23.736
H 18.016 -5.861 23.347
C 10.197 -0.945 18.837
C 10.261 -1.470 17.377
C 9.843 -0.464 16.326
O 11.601 -1.677 17.001
H 10.669 -1.499 19.648
H 9.226 -0.625 19.214
H 10.688 0.028 18.827
H 9.596 -2.316 17.204
H 8.855 -0.071 16.564
H 9.791 -0.880 15.319
H 10.427 0.448 16.452
H 11.768 -2.607 17.168
C 14.132 2.497 18.904
C 13.807 1.128 18.453
C 13.599 0.109 19.697
O 12.658 1.264 17.739
H 14.570 3.014 18.050
H 14.944 2.478 19.631
H 13.335 3.130 19.295
H 14.581 0.836 17.743
H 14.606 -0.109 20.054
H 13.157 -0.805 19.299
H 13.035 0.560 20.513
H 12.222 0.418 17.608
C 12.441 -2.175 22.550
C 11.728 -2.828 23.806
C 10.572 -1.990 24.287
O 11.262 -4.147 23.578
H 11.651 -1.945 21.835
H 13.223 -2.810 22.134
H 12.920 -1.270 22.924
H 12.456 -2.996 24.600
H 9.837 -1.963 23.482
H 10.908 -0.957 24.378
H 10.130 -2.401 25.195
H 10.768 -4.386 24.365
C 15.830 -6.161 14.045
O 15.386 -7.204 13.609
N 15.093 -5.220 14.629
N 17.127 -5.886 13.973
H 15.646 -4.564 15.161
H 14.172 -5.458 14.968
H 17.726 -6.597 13.578
H 17.561 -5.203 14.578
C 13.469 -0.738 13.857
O 13.534 0.007 12.871
N 12.380 -1.296 14.248
N 14.416 -0.741 14.766
H 11.650 -1.440 13.565
H 12.049 -1.376 15.199
H 14.355 -1.254 15.634
H 15.118 -0.015 14.760
C 18.997 -6.725 16.776
O 18.594 -6.172 17.806
N 19.472 -6.097 15.778
N 19.028 -7.999 16.479
H 19.548 -5.091 15.820
H 19.838 -6.643 15.011
H 19.450 -8.142 15.572
H 18.819 -8.658 17.215
C 19.201 -7.077 21.258
O 19.425 -7.261 22.422
N 19.594 -6.085 20.540
N 18.259 -7.701 20.747
H 19.330 -5.931 19.578
H 20.223 -5.350 20.832
H 17.811 -7.253 19.961
H 17.724 -8.142 21.481
C 12.389 -5.159 16.910
O 12.371 -4.035 17.317
N 12.250 -5.437 15.686
N 12.553 -6.333 17.529
H 11.965 -4.654 15.116
H 12.175 -6.393 15.368
H 12.434 -6.303 18.531
H 12.608 -7.202 17.018

=====

Entry 2:
141
Properties=species:S:1:pos:R:3 method="wB97M-V/def2-TZVPD" total_charge=-1 homo_energy_ev=-3.68
C -1.454 2.948 5.791
C -0.636 2.121 4.799
I -2.014 0.714 3.820
C 0.486 1.391 5.495
I 1.264 -0.141 4.183
Ga 2.120 2.702 5.761
C 1.502 4.649 6.066
C 1.597 5.424 4.794
N 2.674 5.529 4.131
P 3.669 1.921 7.383
N 3.536 0.175 7.344
O 3.119 2.300 8.933
H -1.666 3.918 5.345
H -2.416 2.498 6.009
H -0.904 3.133 6.710
H -0.192 2.717 4.006
H 0.129 0.931 6.414
H 2.905 2.639 4.382
H 2.155 5.168 6.767
H 0.461 4.714 6.373
H 0.689 5.912 4.423
H 2.500 6.108 3.312
H 2.569 -0.070 7.146
H 4.022 -0.087 6.489
H 3.680 3.022 9.232
O -0.608 -4.740 0.140
P -0.171 -5.113 1.503
N -0.480 -6.795 1.632
C -1.426 -7.505 2.457
C 0.283 -7.635 0.732
N -1.183 -4.057 2.422
C -2.038 -4.448 3.528
C -1.848 -3.005 1.640
N 1.096 -5.088 2.576
C 1.296 -5.998 3.682
C 1.859 -3.838 2.635
H -0.924 -8.279 3.055
H -2.195 -7.999 1.850
H -1.936 -6.853 3.157
H 1.299 -7.829 1.109
H 0.372 -7.171 -0.254
H -0.214 -8.595 0.589
H -2.800 -5.182 3.240
H -2.571 -3.572 3.897
H -1.468 -4.819 4.385
H -2.762 -3.371 1.154
H -1.200 -2.605 0.868
H -2.103 -2.163 2.282
H 0.380 -6.221 4.233
H 1.996 -5.550 4.385
H 1.731 -6.950 3.360
H 1.429 -3.135 3.355
H 1.871 -3.353 1.656
H 2.899 -4.030 2.903
O -0.463 -0.730 -1.043
P 0.861 -0.067 -1.035
N 0.590 1.392 -1.895
C 1.080 1.838 -3.172
C -0.332 2.296 -1.237
N 1.818 -1.286 -1.819
C 2.652 -1.064 -2.983
C 1.204 -2.613 -1.874
N 2.096 0.530 -0.101
C 3.002 1.596 -0.467
C 2.528 -0.322 1.010
H 1.574 2.817 -3.087
H 0.266 1.939 -3.903
H 1.811 1.156 -3.596
H 0.169 2.870 -0.444
H -1.162 1.746 -0.785
H -0.775 3.003 -1.941
H 2.086 -0.717 -3.858
H 3.125 -2.004 -3.274
H 3.477 -0.375 -2.781
H 0.491 -2.721 -2.703
H 0.680 -2.828 -0.951
H 1.970 -3.387 -1.976
H 3.348 1.539 -1.502
H 3.880 1.547 0.174
H 2.556 2.585 -0.321
H 3.307 -1.029 0.697
H 1.686 -0.897 1.400
H 2.903 0.279 1.838
O 0.073 6.834 3.161
P -0.722 7.108 1.943
N -1.174 8.756 2.115
C -2.470 9.353 2.321
C -0.073 9.698 2.115
N -1.970 5.928 2.112
C -3.394 6.210 2.076
C -1.702 4.865 3.087
N -0.744 7.121 0.275
C -1.547 7.985 -0.561
C -0.199 5.933 -0.379
H -2.676 10.120 1.560
H -2.539 9.833 3.305
H -3.275 8.630 2.258
H 0.268 9.934 1.095
H 0.779 9.304 2.673
H -0.367 10.630 2.597
H -3.713 6.900 2.865
H -3.949 5.285 2.228
H -3.719 6.586 1.101
H -1.925 5.173 4.116
H -0.664 4.549 3.048
H -2.311 3.992 2.843
H -2.570 8.112 -0.201
H -1.606 7.555 -1.560
H -1.107 8.982 -0.668
H -0.968 5.166 -0.522
H 0.600 5.498 0.224
H 0.240 6.180 -1.348
O -0.241 -6.848 -7.756
P -0.320 -5.374 -7.622
N -0.496 -5.102 -5.950
C -1.612 -4.576 -5.191
C 0.632 -5.511 -5.134
N -1.710 -5.060 -8.616
C -2.879 -4.307 -8.195
C -2.120 -6.159 -9.489
N 0.427 -3.921 -7.944
C 0.261 -2.696 -7.187
C 0.993 -3.767 -9.283
H -1.299 -3.725 -4.573
H -2.032 -5.336 -4.523
H -2.416 -4.222 -5.825
H 1.426 -4.750 -5.153
H 1.053 -6.457 -5.483
H 0.336 -5.664 -4.096
H -3.389 -4.755 -7.336
H -3.606 -4.281 -9.009
H -2.645 -3.261 -7.983
H -2.730 -6.910 -8.970
H -1.259 -6.664 -9.914
H -2.700 -5.753 -10.322
H -0.772 -2.502 -6.895
H 0.591 -1.857 -7.797
H 0.869 -2.689 -6.277
H 0.257 -3.372 -9.992
H 1.342 -4.729 -9.662
H 1.859 -3.104 -9.265

=====

Entry 3:
132
Properties=species:S:1:pos:R:3 method="wB97M-V/def2-TZVPD" smiles=COC[C@H](C)N.COC[C@H](C)N.COC[C@H](C)N.COC[C@H](C)N.COC[C@H](C)N.COC[C@H](C)N.CO.CO.CO.CO.CO e_above_lowest_ev=2.3756 total_charge=0 homo_energy_ev=-8.52
C -13.598 48.353 -29.980
O -13.349 48.688 -28.642
C -14.243 49.723 -28.185
C -14.207 49.880 -26.676
C -15.164 50.902 -26.131
N -12.875 50.338 -26.343
H -13.141 47.380 -30.163
H -13.009 49.119 -30.484
H -14.648 48.300 -30.270
H -13.988 50.690 -28.619
H -15.262 49.448 -28.456
H -14.332 48.947 -26.125
H -15.278 50.841 -25.049
H -16.177 50.669 -26.458
H -15.000 51.952 -26.374
H -12.235 49.833 -26.940
H -12.822 51.253 -26.766
C -23.874 50.507 -32.305
O -23.042 49.552 -31.612
C -21.786 50.088 -31.170
C -21.149 49.183 -30.076
C -22.099 49.109 -28.880
N -19.910 49.776 -29.601
H -24.180 51.293 -31.615
H -24.740 49.994 -32.722
H -23.363 51.052 -33.098
H -21.039 50.302 -31.934
H -21.966 51.065 -30.722
H -20.984 48.182 -30.475
H -23.072 48.695 -29.142
H -22.361 50.105 -28.521
H -21.737 48.651 -27.959
H -19.690 49.299 -28.738
H -20.153 50.687 -29.239
C -22.566 45.223 -37.164
O -22.003 46.154 -36.278
C -22.476 46.095 -34.930
C -21.934 47.206 -34.083
C -20.400 47.346 -33.992
N -22.354 47.096 -32.713
H -23.595 45.534 -37.345
H -22.499 44.190 -36.824
H -22.078 45.348 -38.131
H -23.559 45.990 -34.989
H -22.145 45.116 -34.583
H -22.276 48.181 -34.429
H -19.940 46.447 -33.581
H -20.062 48.276 -33.537
H -20.122 47.248 -35.042
H -23.363 47.072 -32.690
H -22.202 47.961 -32.214
C -18.741 43.582 -34.966
O -17.388 43.078 -34.889
C -17.177 41.863 -35.634
C -15.729 41.496 -35.437
C -15.304 40.321 -36.345
N -15.372 41.265 -34.081
H -19.386 42.932 -34.374
H -19.049 43.707 -36.004
H -18.795 44.531 -34.433
H -17.833 41.108 -35.200
H -17.399 41.927 -36.699
H -15.077 42.337 -35.675
H -14.269 39.999 -36.230
H -15.463 40.539 -37.401
H -15.972 39.504 -36.073
H -15.858 40.433 -33.777
H -15.889 42.047 -33.705
C -17.250 47.736 -35.869
O -18.274 48.258 -36.666
C -18.834 47.409 -37.607
C -19.933 48.064 -38.421
C -19.524 49.286 -39.144
N -20.999 48.438 -37.489
H -17.562 46.831 -35.350
H -16.783 48.446 -35.186
H -16.455 47.469 -36.565
H -18.168 47.045 -38.390
H -19.308 46.555 -37.123
H -20.316 47.320 -39.120
H -18.761 49.046 -39.884
H -19.216 50.080 -38.464
H -20.412 49.631 -39.675
H -20.530 48.917 -36.734
H -21.363 47.600 -37.059
C -18.888 44.324 -27.800
O -18.105 44.992 -26.793
C -18.608 46.248 -26.308
C -18.791 47.331 -27.375
C -17.499 47.660 -28.182
N -19.122 48.623 -26.755
H -18.533 43.295 -27.744
H -18.768 44.845 -28.750
H -19.907 44.311 -27.415
H -19.550 46.132 -25.772
H -17.907 46.555 -25.532
H -19.595 47.046 -28.054
H -17.644 48.464 -28.903
H -17.150 46.814 -28.775
H -16.747 47.934 -27.442
H -18.414 48.727 -26.042
H -19.956 48.624 -26.184
C -18.172 42.845 -31.547
O -17.076 43.231 -30.698
H -17.749 42.329 -32.410
H -18.825 42.124 -31.056
H -18.732 43.712 -31.897
H -16.958 42.512 -30.073
C -16.826 50.697 -30.873
O -17.915 50.115 -31.631
H -15.931 50.435 -31.437
H -16.866 51.782 -30.772
H -16.742 50.292 -29.864
H -18.716 50.086 -31.104
C -15.148 45.075 -34.171
O -14.800 46.371 -33.737
H -15.397 44.389 -33.362
H -16.037 45.130 -34.799
H -14.387 44.633 -34.813
H -15.503 46.744 -33.200
C -14.397 44.140 -29.965
O -13.177 44.558 -29.376
H -14.998 45.044 -30.062
H -14.369 43.612 -30.918
H -14.740 43.464 -29.182
H -13.411 44.681 -28.453
C -17.645 46.800 -31.973
O -16.620 47.734 -32.302
H -17.438 46.341 -31.006
H -18.621 47.285 -31.985
H -17.777 46.018 -32.720
H -16.989 48.607 -32.152

=====

Computed DFT total energy, in the same sequence as the records: -2680.99098 -6525.63342 -2312.40847 Eh.